[1]
{"formula": "C6H11N3", "method": "the ωB97M-V functional and the def2-TZVPD basis", "elements": ["C", "C", "H", "H", "C", "H", "C", "H", "H", "C", "H", "H", "H", "H", "C", "N", "N", "H", "H", "N"], "xyz": [[0.23, 1.00, 1.91], [1.83, 0.53, -0.19], [-0.79, -0.67, -2.68], [-2.03, 0.58, 0.78], [0.26, 2.30, 2.14], [0.12, 2.73, 3.13], [-1.75, 0.05, -0.13], [0.41, 3.01, 1.34], [2.48, 1.22, 0.32], [0.03, -1.69, -1.13], [0.04, 0.26, 2.68], [-1.80, 0.75, -0.96], [-2.43, -0.78, -0.32], [1.31, -2.59, 0.00], [0.63, 0.27, 0.32], [0.80, -2.66, -0.87], [-0.41, -0.50, 0.06], [-0.45, -2.33, -2.97], [2.16, 0.11, -1.12], [-0.65, -1.60, -2.31]], "lowdin_charge": [-0.077, 0.027, 0.091, 0.077, -0.042, 0.049, -0.087, 0.055, 0.051, -0.394, 0.078, 0.081, 0.085, 0.055, -0.352, 0.125, -0.085, 0.102, 0.050, 0.111], "total_energy_ev": -10867.2938, "orbital_gap_ev": 9.2, "relative_energy_kj_mol": 340.1, "smiles": "[H]/N=C(/N)N(C)C(=C)C=C", "spin_multiplicity": 1}

---

[2]
{"formula": "C5H13NO4", "method": "the ωB97M-V functional and the def2-TZVPD basis", "elements": ["H", "H", "C", "H", "N", "H", "H", "H", "O", "H", "H", "C", "C", "H", "O", "H", "H", "O", "C", "C", "H", "O", "H"], "xyz": [[0.32, -1.63, 2.85], [0.70, 0.01, 3.38], [0.38, -0.29, -0.51], [-0.75, -1.65, 0.22], [0.42, 0.32, 0.69], [-0.55, 1.14, -3.14], [-2.00, 0.04, 0.49], [1.32, -0.76, -2.10], [-0.99, 2.22, -0.78], [1.85, -1.29, 3.67], [0.81, 1.26, 0.61], [-1.35, 0.66, -2.58], [1.74, -0.61, 1.61], [-1.38, -0.41, -2.80], [-0.27, -1.48, -0.62], [2.55, 0.12, 1.62], [-1.81, 2.69, -0.98], [1.49, -0.25, -1.30], [-1.14, 0.88, -1.09], [1.12, -0.90, 2.95], [-2.31, 1.10, -2.89], [-2.24, 0.34, -0.40], [2.08, -1.51, 1.09]], "lowdin_charge": [0.065, 0.070, -0.650, 0.122, 0.110, 0.082, 0.083, 0.119, 0.002, 0.072, 0.110, -0.026, -0.098, 0.079, 0.062, 0.087, 0.110, 0.087, -0.518, -0.142, 0.086, -0.005, 0.091], "total_energy_ev": -15073.2852, "orbital_gap_ev": 8.4, "relative_energy_kj_mol": 273.0, "spin_multiplicity": 1}

---

[3]
{"formula": "C2H2BrF3O", "method": "the ωB97M-V functional and the def2-TZVPD basis", "elements": ["F", "H", "H", "C", "F", "Br", "O", "C", "F"], "xyz": [[1.37, 0.82, -0.96], [-1.54, -1.00, -1.11], [-1.05, -0.25, 1.48], [-0.29, -0.43, -0.01], [-0.11, 1.86, 0.27], [0.64, -2.14, 0.08], [-1.02, -0.25, -1.07], [0.64, 0.76, 0.12], [1.35, 0.63, 1.21]], "lowdin_charge": [0.175, 0.072, 0.234, -0.775, 0.153, 0.751, 0.036, -0.786, 0.140], "total_energy_ev": -82346.5956, "orbital_gap_ev": 10.3, "relative_energy_kj_mol": 210.4, "spin_multiplicity": 1}

---

[4]
{"formula": "C2H5N3OS", "method": "the ωB97M-V functional and the def2-TZVPD basis", "elements": ["O", "N", "S", "C", "N", "N", "H", "H", "H", "C", "H", "H"], "xyz": [[2.03, -1.34, -1.00], [0.48, 0.10, 0.70], [2.92, -1.17, 1.45], [2.12, -0.97, 0.13], [-0.59, -0.07, -1.37], [-1.79, 0.61, 0.58], [0.53, 0.04, 1.71], [0.36, -0.16, -1.75], [-1.30, 0.53, -1.83], [-0.58, 0.16, -0.02], [-2.41, 1.18, -0.04], [-1.77, 1.08, 1.43]], "lowdin_charge": [-0.012, 0.082, 0.699, -0.950, 0.148, 0.114, 0.060, 0.097, 0.113, -0.520, 0.108, 0.060], "total_energy_ev": -19507.8532, "orbital_gap_ev": 9.3, "relative_energy_kj_mol": 105.9, "smiles": "N=C(N)N.O=C=S", "spin_multiplicity": 1}

---

[5]
{"formula": "C11H25ClN6O8S", "method": "the ωB97M-V functional and the def2-TZVPD basis", "elements": ["H", "C", "H", "N", "N", "H", "H", "C", "Cl", "H", "C", "O", "H", "H", "O", "H", "H", "C", "N", "C", "C", "N", "O", "C", "H", "H", "C", "H", "O", "H", "H", "H", "O", "O", "H", "C", "H", "H", "N", "C", "H", "O", "H", "H", "S", "H", "O", "H", "H", "H", "C", "N"], "xyz": [[1.39, 1.90, -1.37], [-3.81, 0.09, -1.38], [-0.38, -1.71, -0.97], [-7.58, -2.39, -1.86], [2.52, 0.98, 4.88], [1.52, 3.30, 5.14], [2.44, 0.90, -2.36], [2.09, 0.09, -0.40], [0.52, -4.76, -0.79], [4.33, 3.52, 2.66], [5.35, 2.49, 1.24], [-5.75, -3.46, -1.07], [-4.70, -2.80, -3.23], [0.18, 0.10, 0.61], [-0.96, 1.70, -1.35], [-2.88, 1.32, -2.90], [2.88, -0.61, -0.67], [1.64, 0.87, -1.63], [-5.65, -2.51, -3.12], [-0.69, 0.70, -1.95], [1.75, 1.60, 3.94], [6.63, 2.22, 0.83], [4.37, 2.05, 0.67], [0.36, -1.88, -0.19], [-2.65, -1.33, -0.36], [-8.04, -1.87, -2.58], [-3.59, -0.79, -0.43], [-4.69, 0.74, -1.35], [1.47, 1.08, 2.88], [-3.31, -0.32, -3.39], [2.86, 0.06, 4.66], [1.41, -0.87, 1.37], [0.52, 0.27, -2.32], [2.67, -3.13, 0.01], [-4.32, -1.00, 0.34], [0.99, -0.61, 0.40], [-6.09, -1.98, -3.86], [6.05, 3.68, 2.82], [1.32, 2.86, 4.27], [-2.91, 0.28, -2.57], [2.55, 0.83, 0.26], [-1.59, -0.22, -2.37], [7.45, 2.57, 1.28], [0.74, 3.33, 3.60], [1.57, -2.98, -0.88], [-0.13, -2.45, 0.60], [1.78, -2.71, -2.26], [-8.08, -2.61, -1.02], [2.76, 1.39, 5.76], [6.73, 1.62, 0.03], [-6.29, -2.83, -1.96], [5.25, 3.30, 2.34]], "lowdin_charge": [0.125, -0.143, 0.078, 0.145, 0.152, 0.088, 0.130, -0.158, 0.360, 0.095, -0.669, 0.025, 0.102, 0.120, 0.139, 0.127, 0.103, -0.121, 0.151, -0.603, -0.672, 0.150, 0.035, -0.287, 0.056, 0.087, 0.029, 0.103, 0.045, 0.120, 0.105, 0.099, 0.038, -0.331, 0.064, -0.200, 0.090, 0.089, 0.147, -0.171, 0.082, 0.011, 0.090, 0.104, 0.344, 0.093, -0.321, 0.100, 0.089, 0.104, -0.691, 0.151], "total_energy_ev": -60492.9875, "orbital_gap_ev": 10.0, "smiles": "C=CCOC(=O)OCCCCS(=O)(=O)Cl.NC(N)=O.NC(N)=O.NC(N)=O", "spin_multiplicity": 1}

---

[6]
{"formula": "C3H11N2O", "method": "the ωB97M-V functional and the def2-TZVPD basis", "elements": ["C", "H", "H", "H", "H", "N", "H", "N", "H", "H", "C", "H", "O", "H", "C", "H", "H"], "xyz": [[-1.04, 0.91, 0.18], [2.71, 1.62, -1.09], [0.25, 0.00, -1.05], [-2.02, 0.84, 0.65], [0.18, -1.65, 1.89], [-0.56, -0.13, -0.46], [0.51, 2.28, 0.55], [-0.47, 2.07, 0.43], [1.12, -1.80, 0.43], [-1.27, -2.13, -0.71], [0.17, -2.09, 0.89], [2.33, 1.67, -2.57], [1.95, 1.57, -1.70], [-1.82, -1.33, 0.72], [-0.97, -1.43, 0.07], [-1.09, 2.77, 0.77], [0.03, -3.15, 1.01]], "lowdin_charge": [-0.137, 0.062, 0.142, 0.164, 0.079, 0.083, 0.133, 0.204, 0.075, 0.125, -0.055, 0.053, -0.059, 0.117, -0.203, 0.130, 0.085], "total_energy_ev": -8310.8624, "total_charge": 1, "orbital_gap_ev": 11.3, "relative_energy_kj_mol": 89.7, "spin_multiplicity": 1}